(1)
DFT (ωB97M-V with the def2-TZVPD basis set) results for one molecule with the formula C17H23N3O3S.

The geometry in XYZ format:
```
47
Properties=species:S:1:pos:R:3:lowdin_charge:R:1
C -3.996 -4.729 3.424 -0.06
C -3.888 -3.533 2.488 -0.22
O -2.699 -2.782 2.725 -0.01
C -1.573 -3.274 2.159 -0.54
O -1.543 -4.252 1.449 0.09
N -0.475 -2.562 2.510 -0.05
C -0.533 -1.297 3.202 -0.13
C -0.504 -0.134 2.197 -0.09
C 0.288 -0.537 0.939 -0.30
N 0.824 0.625 0.271 0.10
C 0.377 1.051 -0.939 -0.41
O -0.471 0.437 -1.565 0.06
C 1.004 2.298 -1.399 -0.13
C 1.664 3.254 -0.632 -0.01
C 2.027 4.275 -1.512 -0.49
S 2.834 5.805 -1.534 1.01
C 2.563 5.923 -3.247 -0.41
C 1.899 4.870 -3.785 -0.11
C 1.585 3.916 -2.791 -0.27
N 0.948 2.723 -2.707 0.00
C 0.443 1.993 -3.845 -0.17
C 1.561 1.221 -4.542 -0.06
C 1.400 -1.518 1.319 -0.11
C 0.777 -2.824 1.825 -0.13
H -4.941 -5.238 3.257 0.08
H -3.943 -4.404 4.460 0.08
H -3.182 -5.423 3.226 0.07
H -4.703 -2.825 2.656 0.12
H -3.895 -3.869 1.446 0.12
H 0.335 -1.250 3.867 0.13
H -1.436 -1.264 3.809 0.12
H -1.517 0.144 1.909 0.12
H -0.035 0.735 2.663 0.11
H -0.379 -1.015 0.215 0.15
H 1.524 1.160 0.757 0.13
H 1.831 3.240 0.427 0.10
H 2.928 6.794 -3.755 0.06
H 1.652 4.789 -4.828 0.11
H -0.327 1.304 -3.495 0.11
H -0.003 2.715 -4.535 0.12
H 1.168 0.711 -5.416 0.07
H 1.979 0.478 -3.866 0.08
H 2.356 1.895 -4.854 0.07
H 2.028 -1.725 0.452 0.12
H 2.029 -1.067 2.091 0.12
H 1.467 -3.336 2.507 0.13
H 0.552 -3.499 0.996 0.12
```

## Properties
**Total charge**: 0
**Gap between HOMO and LUMO**: 8.6 eV

---

(2)
DFT (ωB97M-V with the def2-TZVPD basis set) results for a 2-piece molecular cluster, C17H23N3O3S overall.

The geometry in XYZ format:
```
47
Properties=species:S:1:pos:R:3:lowdin_charge:R:1
C -5.777 -3.412 2.128 -0.10
O -5.695 -2.007 2.123 -0.08
C -4.400 -1.478 2.131 -0.22
C -4.283 -0.083 2.142 0.00
C -3.057 0.535 2.156 -0.02
C -1.886 -0.222 2.151 -0.20
C -0.572 0.397 2.157 -0.14
N 0.500 -0.270 2.142 -0.05
S 1.890 0.635 2.140 0.74
O 2.030 1.362 0.833 -0.34
O 2.045 1.366 3.443 -0.34
C 3.160 -0.655 2.134 -0.29
C 3.656 -1.141 3.320 -0.06
C 4.646 -2.105 3.318 -0.03
C 5.154 -2.599 2.126 -0.28
C 6.221 -3.641 2.135 -0.05
C 4.643 -2.099 0.937 -0.03
C 3.653 -1.135 0.943 -0.06
C -1.995 -1.609 2.138 -0.01
C -3.220 -2.233 2.130 -0.01
H -6.833 -3.684 2.129 0.10
H -5.306 -3.817 1.233 0.09
H -5.306 -3.811 3.026 0.09
H -5.193 0.494 2.143 0.12
H -2.988 1.608 2.184 0.09
H -0.514 1.479 2.172 0.12
H 3.277 -0.743 4.247 0.11
H 5.044 -2.479 4.245 0.12
H 6.507 -3.923 1.120 0.08
H 7.114 -3.280 2.649 0.09
H 5.876 -4.541 2.650 0.09
H 5.036 -2.468 0.006 0.11
H 3.269 -0.732 0.021 0.11
H -1.083 -2.180 2.136 0.12
H -3.272 -3.308 2.121 0.10
C -3.218 4.216 4.438 -0.11
N -2.169 4.277 3.420 -0.36
C -1.119 5.216 3.832 -0.11
N -2.686 4.645 2.129 0.03
H -2.803 3.943 5.407 0.08
H -3.705 5.185 4.522 0.07
H -3.965 3.475 4.159 0.07
H -0.710 4.937 4.802 0.08
H -0.310 5.215 3.104 0.07
H -1.528 6.222 3.896 0.07
H -1.914 4.571 1.482 0.07
H -3.355 3.934 1.872 0.05
```

## Properties
**Total charge**: 0
**Gap between HOMO and LUMO**: 7.5 eV

---

Computed energies relative to the best structure, in kJ/mol: (1) 0.0; (2) 388.9

---

(1)
DFT (ωB97M-V with the def2-TZVPD basis set) results for a 2-piece molecular cluster, C4H9N overall.

The geometry in XYZ format:
```
14
Properties=species:S:1:pos:R:3:lowdin_charge:R:1
C -1.934 2.093 -1.373 -0.09
N -1.573 1.222 -0.548 -0.10
C -0.978 -0.021 -0.948 -0.15
H -2.693 2.779 -0.994 0.06
H -1.609 2.243 -2.400 0.07
H -0.289 -0.391 -0.151 0.06
H -1.675 -0.836 -0.979 0.06
H -0.587 0.098 -2.008 0.09
C 1.422 -1.734 1.709 -0.09
C 2.297 -0.680 1.528 -0.09
H 1.706 -2.775 1.454 0.05
H 0.519 -1.548 2.303 0.04
H 3.249 -0.870 0.915 0.06
H 2.147 0.421 1.492 0.05
```

## Properties
**Total charge**: 0
**Gap between HOMO and LUMO**: 10.4 eV

---

(2)
DFT (ωB97M-V with the def2-TZVPD basis set) results for one molecule with the formula C4H9N.

The geometry in XYZ format:
```
14
Properties=species:S:1:pos:R:3:lowdin_charge:R:1
C -0.217 1.400 1.914 -0.15
C 0.368 0.518 0.839 -0.25
C -0.046 0.295 -0.383 -0.15
C 0.601 -0.687 -1.329 -0.26
N -0.317 -1.791 -1.750 -0.01
H -1.439 1.414 1.654 0.12
H -0.078 0.998 2.987 0.07
H 0.301 2.544 1.779 0.13
H 1.277 -0.040 1.226 0.11
H -1.044 0.626 -0.677 0.11
H 0.856 -0.268 -2.261 0.08
H 1.486 -1.131 -0.832 0.11
H -1.132 -1.531 -2.220 0.03
H -0.615 -2.348 -0.947 0.07
```

## Properties
**Total charge**: 0
**Gap between HOMO and LUMO**: 10.2 eV

---

Computed energies relative to the best structure, in kJ/mol: (1) 100.3; (2) 0.0

---

(1)
DFT (ωB97M-V with the def2-TZVPD basis set) results for a 2-piece molecular cluster, C4H9N overall.

The geometry in XYZ format:
```
14
Properties=species:S:1:pos:R:3:lowdin_charge:R:1
C -1.475 -1.002 -1.076 -0.14
N -0.590 -0.693 0.053 -0.16
C 0.827 -1.100 -0.168 -0.06
C 0.145 -1.870 0.589 -0.04
H -1.147 -1.881 -1.653 0.07
H -2.487 -1.181 -0.695 0.07
H -1.512 -0.133 -1.743 0.07
H 1.705 -0.705 -0.651 0.10
H -0.027 -2.673 1.286 0.10
C 0.912 2.244 0.814 -0.05
H 1.568 2.228 1.689 0.02
H 1.522 2.248 -0.094 0.01
H 0.302 3.151 0.836 0.01
H 0.257 1.367 0.814 -0.01
```

## Properties
**Total charge**: 0
**Gap between HOMO and LUMO**: 9.5 eV

---

(2)
DFT (ωB97M-V with the def2-TZVPD basis set) results for one molecule with the formula C4H9N.

The geometry in XYZ format:
```
14
Properties=species:S:1:pos:R:3:lowdin_charge:R:1
C 0.759 -1.235 -1.434 -0.13
C -0.183 -0.245 -0.847 -0.15
C -0.170 0.226 0.401 -0.41
C -1.127 1.385 0.727 -0.05
N 0.753 -0.092 1.385 0.08
H 0.506 -2.297 -1.402 0.07
H 0.957 -1.019 -2.488 0.06
H 1.779 -1.236 -1.012 0.07
H -0.927 0.029 -1.587 0.10
H -1.275 1.367 1.807 0.07
H -2.062 1.168 0.216 0.07
H -0.741 2.334 0.365 0.07
H 0.854 -1.011 1.806 0.10
H 0.878 0.627 2.061 0.07
```

## Properties
**Total charge**: 0
**Gap between HOMO and LUMO**: 9.1 eV

---

(3)
DFT (ωB97M-V with the def2-TZVPD basis set) results for one molecule with the formula C4H9N.

The geometry in XYZ format:
```
14
Properties=species:S:1:pos:R:3:lowdin_charge:R:1
C 2.054 0.110 0.104 -0.14
N 0.805 -0.701 -0.282 -0.08
C -0.410 -0.197 0.440 -0.42
C -1.649 -0.687 0.011 -0.16
C -1.357 0.775 -0.205 -0.10
H 2.145 0.308 1.146 0.04
H 2.972 -0.423 -0.205 0.06
H 2.182 1.238 -0.384 0.11
H 0.497 -0.640 -1.379 0.16
H -0.244 -0.109 1.508 0.14
H -2.307 -0.991 0.830 0.12
H -1.546 -1.392 -0.747 0.08
H -1.126 1.167 -1.191 0.09
H -2.017 1.541 0.356 0.12
```

## Properties
**Total charge**: 0
**Gap between HOMO and LUMO**: 9.9 eV

---

(4)
DFT (ωB97M-V with the def2-TZVPD basis set) results for one molecule with the formula C4H9N.

The geometry in XYZ format:
```
14
Properties=species:S:1:pos:R:3:lowdin_charge:R:1
C -1.064 -0.453 -0.357 -0.19
C 0.287 -1.085 -0.054 -0.24
C 1.166 0.137 -0.452 -0.24
N 0.676 1.161 0.538 -0.07
C -0.808 0.990 0.384 -0.20
H -1.043 -0.035 -1.353 0.08
H -1.999 -1.058 -0.094 0.12
H 0.378 -1.148 1.069 0.11
H 0.627 -2.109 -0.423 0.12
H 1.060 0.256 -1.547 0.11
H 2.288 -0.151 -0.225 0.14
H 1.013 0.762 1.379 0.06
H -1.460 0.862 1.285 0.11
H -1.122 1.870 -0.149 0.09
```

## Properties
**Total charge**: 0
**Gap between HOMO and LUMO**: 10.4 eV

---

Computed energies relative to the best structure, in kJ/mol: (1) 308.9; (2) 0.0; (3) 164.4; (4) 87.8

---

(1)
DFT (ωB97M-V with the def2-TZVPD basis set) results for one molecule with the formula C4H9N.

The geometry in XYZ format:
```
14
Properties=species:S:1:pos:R:3:lowdin_charge:R:1
N 1.557 0.874 -0.440 -0.03
C 0.605 -0.209 -0.109 -0.47
C -0.151 -0.036 1.197 -0.15
C -1.379 -0.514 0.476 -0.18
C -0.706 -0.238 -0.930 -0.11
H 0.911 1.618 -1.119 0.15
H 2.328 0.341 -1.055 0.11
H 1.203 -1.074 -0.287 0.12
H 0.114 -0.463 2.116 0.09
H -0.187 1.065 1.209 0.12
H -2.299 0.030 0.684 0.09
H -1.561 -1.520 0.818 0.10
H -0.802 0.775 -1.271 0.07
H -0.820 -0.904 -1.817 0.11
```

## Properties
**Total charge**: 0
**Gap between HOMO and LUMO**: 10.5 eV

---

(2)
DFT (ωB97M-V with the def2-TZVPD basis set) results for one molecule with the formula C4H9N.

The geometry in XYZ format:
```
14
Properties=species:S:1:pos:R:3:lowdin_charge:R:1
C -1.515 -0.527 1.115 0.00
C -0.654 -0.291 0.150 -0.50
N -1.038 0.251 -1.056 0.04
C 0.830 -0.676 0.123 -0.17
C 1.469 0.687 -0.224 -0.12
H -1.176 -0.619 2.146 0.05
H -2.566 -0.718 0.949 0.05
H -1.978 0.641 -1.114 0.10
H -0.320 0.754 -1.630 0.10
H 1.163 -1.354 1.073 0.16
H 0.922 -1.391 -0.682 0.09
H 0.642 1.470 -0.400 0.10
H 2.209 0.647 -0.993 0.06
H 2.013 1.127 0.545 0.04
```

## Properties
**Total charge**: 0
**Gap between HOMO and LUMO**: 8.9 eV

---

(3)
DFT (ωB97M-V with the def2-TZVPD basis set) results for one molecule with the formula C4H9N.

The geometry in XYZ format:
```
14
Properties=species:S:1:pos:R:3:lowdin_charge:R:1
C -1.033 2.076 -0.570 -0.16
C -0.656 0.633 -0.703 -0.21
C 0.190 -0.017 0.179 -0.14
C 0.288 -1.502 0.291 -0.37
N 1.491 -2.065 0.816 -0.05
H -0.472 2.590 0.360 0.11
H -0.684 2.574 -1.495 0.06
H -2.194 2.132 -0.450 0.10
H -1.198 0.118 -1.556 0.12
H 0.749 0.642 0.924 0.11
H -0.576 -1.827 0.969 0.14
H 0.074 -1.848 -0.695 0.09
H 1.620 -1.696 1.756 0.05
H 2.402 -1.809 0.176 0.14
```

## Properties
**Total charge**: 0
**Gap between HOMO and LUMO**: 10.1 eV

---

Computed energies relative to the best structure, in kJ/mol: (1) 47.9; (2) 15.9; (3) 0.0